Density functional theory data (ωB97M-V with the def2-TZVPD basis set) for a 2-piece molecular cluster, C24H22F4O3 overall.

Each line ends with the Löwdin charge.
Cartesian coordinates (Å):
C: -1.9773 -2.2521 4.2802  -0.0695
C: -1.3969 -2.7750 2.9999  -0.2405
O: -0.2535 -1.9729 2.6547  -0.0419
C: 0.1747 -2.2322 1.3885  -0.4879
C: 1.4284 -1.5072 1.1108  -0.0551
C: 2.3201 -2.0632 0.1027  -0.3704
O: 2.0124 -3.0331 -0.5932  0.0458
C: 3.7394 -1.4890 -0.0197  -0.1195
C: 4.2408 -0.7204 1.2101  -0.2044
C: 3.1503 0.1662 1.8319  -0.1961
C: 1.9246 -0.6753 2.2122  -0.1904
O: -0.4569 -2.9467 0.6354  0.0706
H: -2.8968 -2.7851 4.5415  0.0831
H: -1.2652 -2.3951 5.1001  0.0821
H: -2.2339 -1.1881 4.2081  0.0581
H: -1.0681 -3.8145 3.1127  0.1338
H: -2.1364 -2.7178 2.2004  0.1091
H: 4.4614 -2.2930 -0.2382  0.1190
H: 3.7410 -0.8364 -0.9078  0.1189
H: 4.5653 -1.4704 1.9494  0.1146
H: 5.1255 -0.1137 0.9459  0.1084
H: 3.5232 0.6671 2.7367  0.1077
H: 2.8375 0.9404 1.1162  0.1127
H: 1.0870 -0.0290 2.5019  0.1156
H: 2.1924 -1.2672 3.1125  0.1372
F: -2.2587 4.7723 1.5019  0.0469
C: -2.4072 3.4073 1.5940  -0.2263
C: -2.9896 2.8761 2.7382  0.0871
C: -3.1359 1.4860 2.7676  -0.2178
F: -3.7258 0.9328 3.8832  0.0448
C: -2.6474 0.6533 1.7754  0.0655
C: -1.9658 1.2007 0.6638  -0.1872
C: -1.3905 0.3805 -0.3478  0.0436
C: -1.1442 0.8743 -1.6194  -0.0655
C: -0.7473 0.0849 -2.6867  0.0350
C: -0.3643 0.6041 -3.9588  -0.1957
C: -0.0615 -0.2812 -5.0298  0.0623
C: 0.4095 0.2324 -6.2296  -0.2261
F: 0.6778 -0.6392 -7.2576  0.0504
C: 0.5994 1.5969 -6.4514  0.0872
C: 0.3073 2.4505 -5.3831  -0.2284
F: 0.4792 3.8016 -5.5549  0.0501
C: -0.1678 1.9952 -4.1654  0.0533
C: -1.8937 2.6236 0.5689  0.0596
H: -3.3323 3.5086 3.5490  0.1379
H: -2.7746 -0.4307 1.8155  0.1280
H: -1.2359 -0.6859 -0.1739  0.1097
H: -1.3673 1.9268 -1.8084  0.0971
H: -0.7297 -0.9876 -2.5026  0.1385
H: -0.1966 -1.3449 -4.8644  0.1335
H: 0.9700 1.9803 -7.3938  0.1360
H: -0.3587 2.6972 -3.3521  0.1215
H: -1.3873 3.0876 -0.2706  0.1178

As for the HOMO-LUMO gap: 3.36 eV. As for the relative energy (zero: lowest compared OMol25 entry of this formula, charge and spin): 69.00 kcal/mol. The value obtained for the total energy is -1552.796922 hartree.